Computed, not measured: a 10-piece molecular cluster, H20O10 overall, with ωB97M-V/def2-TZVPD.

Geometry as XYZ:
```
30
Properties=species:S:1:pos:R:3:forces:R:3
O 2.9543 0.4576 1.2440 0.0 -0.2 0.1
H 2.0092 0.5709 1.0819 0.0 0.1 -0.1
H 3.0417 0.3683 2.1970 0.0 0.0 0.0
O 0.6366 1.2842 -3.2310 0.0 -0.1 0.0
H 0.9699 0.8212 -4.0050 0.0 0.0 0.0
H -0.2822 1.4883 -3.4354 0.0 0.1 0.1
O -0.7075 -1.7689 1.9585 -0.1 0.3 0.2
H -1.6114 -1.9148 2.2593 0.0 -0.1 -0.1
H -0.3228 -1.1559 2.5956 0.0 0.0 0.0
O 0.8084 2.5716 -0.5723 0.0 0.1 0.2
H 0.8569 2.0665 -1.3918 0.0 0.1 -0.1
H 0.2484 2.0292 -0.0027 0.1 0.0 0.0
O -0.5582 0.0339 -0.3687 -0.1 0.2 -0.3
H 0.1680 -0.3145 -0.9113 0.0 0.0 0.3
H -0.5395 -0.5030 0.4320 -0.1 -0.2 0.0
O 1.8419 -1.2008 -1.0971 0.1 0.0 -0.4
H 2.3817 -0.5432 -1.5492 0.0 0.0 0.1
H 2.4695 -1.7257 -0.5902 -0.1 0.0 0.1
O -2.6061 2.2867 -0.6268 -0.1 0.0 0.1
H -2.5610 2.9385 0.0774 0.1 0.1 -0.1
H -1.8058 1.7542 -0.5227 0.0 -0.2 -0.1
O -3.0589 -1.3679 -1.8176 -0.1 -0.2 -0.1
H -2.1196 -1.2959 -2.0120 0.1 0.1 0.2
H -3.4844 -0.7529 -2.4215 0.0 0.1 0.1
O 0.8494 -4.0049 1.4099 0.0 0.1 -0.2
H 0.2477 -3.2421 1.3590 0.3 -0.3 0.2
H 1.3955 -3.8313 2.1807 0.0 0.0 0.0
O -0.2709 1.5648 2.2287 0.0 -0.3 0.2
H 0.2363 1.8229 3.0056 0.0 0.2 -0.1
H -1.1871 1.5629 2.5258 -0.1 0.0 -0.1
```
Forces are in eV/Å.

Output
Net charge: 0
SMILES: O.O.O.O.O.O.O.O.O.O
Lowest unoccupied orbital energy in eV: -0.313
Energy relative to the best compared isomer or geometry (same formula, charge and spin) in kJ/mol: 247.49
E in eV: -20800.0476

Löwdin atomic charge list, values in e, 8 entries: -0.053, 0.002, 0.031, -0.037, 0.053, 0.059, -0.034, 0.084